Record 1
Entry from the OMol25 dataset: 6 unconnected molecules or ions with the total composition C23H45FO12 in a non-equilibrium geometry (ωB97M-V/def2-TZVPD).

Each line ends with the Löwdin charge.
Cartesian coordinates (Å):
O -1.584 2.470 -2.593  0.1972
C -2.573 2.753 -3.165  -0.5184
O -2.608 3.233 -4.429  0.0656
C -3.883 3.803 -4.725  -0.0514
C -4.729 3.107 -3.684  -0.3470
F -5.300 1.962 -4.145  0.0737
O -3.859 2.815 -2.638  0.1333
H -3.836 4.861 -4.454  0.1398
H -4.124 3.715 -5.779  0.1444
H -5.479 3.854 -3.413  0.1658
C 2.855 -3.820 0.103  -0.0633
C 1.599 -3.101 0.637  -0.2046
O 1.184 -3.815 1.812  0.0096
C 1.216 -3.146 2.965  -0.5471
C 0.425 -3.874 4.013  0.0154
O 1.757 -2.102 3.233  0.1022
H 3.679 -3.891 0.815  0.0773
H 3.262 -3.233 -0.726  0.0752
H 2.671 -4.824 -0.277  0.0727
H 1.858 -2.048 0.666  0.1009
H 0.874 -3.284 -0.153  0.0914
H 0.959 -4.049 4.945  0.0858
H 0.093 -4.867 3.708  0.0801
H -0.464 -3.268 4.196  0.0908
C -0.465 -3.457 -3.065  -0.0595
C 0.240 -4.183 -4.220  -0.2195
O -0.616 -5.207 -4.622  -0.0227
C -0.206 -6.389 -5.088  -0.5273
C -1.275 -7.463 -5.194  0.0245
O 0.967 -6.614 -5.259  0.0949
H -0.012 -3.600 -2.087  0.0476
H -1.550 -3.511 -3.110  0.0815
H -0.261 -2.388 -3.219  0.0749
H 0.503 -3.541 -5.062  0.1299
H 1.116 -4.640 -3.748  0.1218
H -1.879 -7.603 -4.301  0.0859
H -0.724 -8.352 -5.486  0.0846
H -1.970 -7.176 -5.985  0.0856
C 5.347 4.539 0.264  -0.0822
C 3.890 4.203 0.201  -0.2108
O 3.087 5.396 0.306  0.0073
C 1.894 5.452 -0.258  -0.5607
C 1.127 6.681 0.146  0.0224
O 1.446 4.624 -1.020  0.0900
H 6.026 3.816 0.713  0.0795
H 5.644 5.412 0.864  0.0785
H 5.738 4.953 -0.671  0.0780
H 3.672 3.613 -0.686  0.1229
H 3.688 3.561 1.058  0.1020
H 0.114 6.490 0.485  0.0889
H 1.075 7.217 -0.806  0.0929
H 1.695 7.244 0.882  0.0819
C -1.392 1.032 6.505  -0.0670
C -0.596 1.122 5.181  -0.2081
O -1.493 0.935 4.105  -0.0404
C -2.433 1.798 3.696  -0.5379
C -2.945 1.367 2.353  0.0293
O -2.743 2.830 4.234  0.1061
H -0.737 0.996 7.377  0.0726
H -2.043 0.163 6.406  0.0791
H -2.071 1.855 6.729  0.0685
H -0.013 2.040 5.101  0.1235
H 0.116 0.299 5.203  0.1183
H -3.906 1.715 1.989  0.0892
H -2.933 0.280 2.433  0.0821
H -2.219 1.710 1.613  0.0857
C -1.513 -1.548 0.122  -0.0456
C -0.553 -0.364 -0.143  -0.2588
O 0.017 -0.199 1.126  -0.1994
C 0.664 1.032 1.392  -0.2404
C 2.146 0.826 1.067  -0.0543
H -1.678 -2.098 -0.804  0.0562
H -1.015 -2.146 0.886  0.0644
H -2.434 -1.274 0.636  0.0631
H 0.238 -0.641 -0.851  0.1097
H -1.110 0.488 -0.543  0.1085
H 0.266 1.829 0.752  0.1163
H 0.490 1.354 2.418  0.1065
H 2.661 1.767 1.262  0.0465
H 2.358 0.431 0.074  0.0777
H 2.564 0.072 1.739  0.0665

The LUMO energy comes out at 0.54 eV. The calculation puts the orbital gap at 9.888 eV. The spin multiplicity is 1.

---

Record 2
Entry from the OMol25 dataset: 4 unconnected molecules or ions with the total composition CH9O4 in a non-equilibrium geometry (ωB97M-V/def2-TZVPD).

Each line ends with the Löwdin charge.
Cartesian coordinates (Å):
C 0.628 0.001 -2.397  -0.2284
O -0.176 -0.520 -1.325  -0.2942
H 1.322 0.688 -1.917  0.0532
H 0.055 0.539 -3.169  0.0552
H 1.182 -0.819 -2.955  0.0675
H 0.090 0.865 2.473  -0.0648
H 0.226 -0.620 1.660  0.0154
O -0.100 -0.056 2.616  -0.2448
H -0.883 1.249 -0.466  0.0306
H -0.829 2.002 1.020  0.0446
O -1.223 2.040 0.075  -0.1547
H 0.318 -1.124 -0.474  0.0421
H 1.542 -1.400 1.174  0.0168
O 0.650 -1.638 0.763  -0.3385

The LUMO energy comes out at 4.04 eV. The calculation puts the orbital gap at 9.148 eV. The spin multiplicity is 1. As for the charge: -1.

---

Record 3
Entry from the OMol25 dataset: a gas-phase ion, C5H14NO (charge +1) (ωB97M-V/def2-TZVPD).

Each line ends with the Löwdin charge.
Cartesian coordinates (Å):
C -2.197 1.784 0.676  -0.0867
C -1.645 1.237 -0.641  -0.2440
C -1.070 -0.183 -0.513  -0.1623
C 0.249 -0.292 0.211  -0.2873
N 1.269 0.640 -0.367  0.2281
C 0.872 -1.688 0.166  -0.1865
O 2.248 -1.534 0.491  -0.0574
H -1.514 1.625 1.507  0.0676
H -3.121 1.259 0.922  0.0859
H -2.438 2.839 0.620  0.0801
H -2.435 1.220 -1.390  0.1180
H -0.899 1.928 -1.049  0.0949
H -1.802 -0.761 0.053  0.1386
H -1.037 -0.629 -1.510  0.1277
H 0.125 -0.014 1.259  0.1598
H 1.038 1.628 -0.269  0.1659
H 2.187 0.454 0.056  0.1644
H 1.332 0.452 -1.377  0.1889
H 0.746 -2.115 -0.838  0.1375
H 0.353 -2.334 0.872  0.1414
H 2.729 -2.357 0.300  0.1255

The LUMO energy comes out at -3.32 eV. The calculation puts the orbital gap at 11.897 eV. The spin multiplicity is 1. As for the charge: +1.

---

Record 4
Entry from the OMol25 dataset: 10 unconnected molecules or ions with the total composition C29H73ClNO11S in a non-equilibrium geometry (ωB97M-V/def2-TZVPD).

Each line ends with the Mulliken spin population.
Cartesian coordinates (Å):
C -1.005 3.300 -1.096  0.0388
C 0.131 2.261 -0.953  -0.0228
C -0.445 1.016 -0.265  -0.0004
C 1.314 2.791 -0.103  0.0479
C 2.371 3.663 -0.800  -0.0409
S 1.879 5.444 -0.817  0.0007
C 3.713 3.638 -0.012  0.0058
C 4.281 2.378 0.604  -0.0010
O 4.816 2.350 1.632  0.0009
Cl 4.215 0.902 -0.357  0.0015
C 2.614 3.324 -2.287  0.0516
C 1.425 2.828 -3.143  -0.0367
C 0.495 3.964 -3.651  0.0202
C 1.999 2.092 -4.357  -0.0035
N 0.647 1.851 -2.306  0.4515
O 1.024 0.630 -2.395  0.4861
H -1.623 3.042 -1.959  -0.0215
H -1.646 3.259 -0.207  -0.0003
H -0.638 4.320 -1.223  0.0049
H -1.145 0.497 -0.932  0.0012
H -0.985 1.324 0.638  -0.0007
H 0.339 0.306 0.015  0.0037
H 0.878 3.363 0.730  -0.0027
H 1.804 1.921 0.347  0.0050
H 1.464 5.508 0.453  -0.0002
H 3.666 4.344 0.827  0.0001
H 4.497 4.015 -0.688  0.0011
H 3.396 2.560 -2.338  0.0012
H 3.027 4.219 -2.781  0.0041
H 0.737 4.934 -3.213  0.0016
H -0.552 3.753 -3.446  -0.0077
H 0.588 4.054 -4.742  -0.0019
H 2.807 1.409 -4.090  0.0053
H 2.402 2.838 -5.056  -0.0013
H 1.208 1.530 -4.871  -0.0007
C 2.638 -3.387 -1.982  -0.0016
C 3.584 -2.249 -1.658  0.0009
O 3.699 -1.295 -2.704  0.0033
H 2.967 -3.904 -2.886  0.0002
H 2.597 -4.111 -1.169  0.0003
H 1.630 -3.000 -2.160  0.0002
H 4.593 -2.627 -1.490  -0.0003
H 3.256 -1.749 -0.738  0.0017
H 2.821 -0.908 -2.815  0.0046
C 3.811 -8.214 0.320  0.0000
C 2.902 -7.053 0.681  0.0000
O 2.454 -6.351 -0.478  0.0000
H 4.671 -7.856 -0.247  0.0000
H 4.170 -8.723 1.217  0.0000
H 3.288 -8.947 -0.299  0.0000
H 3.427 -6.317 1.285  0.0000
H 2.040 -7.411 1.257  0.0000
H 1.970 -6.967 -1.039  0.0000
C -6.213 3.646 -0.762  0.0000
C -4.718 3.544 -0.540  0.0002
O -4.271 2.189 -0.471  -0.0002
H -6.750 3.132 0.036  0.0000
H -6.522 4.690 -0.778  0.0000
H -6.495 3.182 -1.711  0.0000
H -4.442 3.998 0.410  0.0000
H -4.177 4.074 -1.333  -0.0002
H -4.499 1.766 -1.304  0.0000
C 4.677 -3.370 4.704  0.0000
C 4.849 -4.296 3.516  0.0000
O 3.618 -4.577 2.856  0.0000
H 3.974 -3.798 5.420  0.0000
H 5.629 -3.202 5.208  0.0000
H 4.289 -2.400 4.385  0.0000
H 5.227 -5.266 3.838  0.0000
H 5.571 -3.875 2.809  0.0000
H 3.253 -3.745 2.535  0.0000
C -4.573 8.199 -1.584  0.0000
C -5.828 7.892 -0.794  0.0000
O -5.624 6.877 0.189  0.0000
H -4.199 7.297 -2.073  0.0000
H -4.766 8.960 -2.339  0.0000
H -3.789 8.581 -0.928  0.0000
H -6.609 7.504 -1.447  0.0000
H -6.207 8.805 -0.324  0.0000
H -4.948 7.189 0.800  0.0000
C -3.427 12.795 1.035  0.0000
C -3.191 11.679 0.037  0.0000
O -4.334 11.412 -0.770  0.0000
H -4.274 12.558 1.678  0.0000
H -2.547 12.951 1.661  0.0000
H -3.644 13.734 0.521  0.0000
H -2.982 10.743 0.556  0.0000
H -2.325 11.906 -0.593  0.0000
H -4.546 12.213 -1.260  0.0000
C 0.412 -7.241 -5.035  0.0000
C 0.954 -7.131 -3.623  0.0000
O 2.367 -7.303 -3.571  0.0000
H 0.673 -8.207 -5.466  0.0000
H -0.674 -7.132 -5.050  0.0000
H 0.836 -6.459 -5.668  0.0000
H 0.538 -7.916 -2.990  0.0000
H 0.680 -6.164 -3.185  0.0000
H 2.767 -6.610 -4.106  0.0000
C -0.481 -7.269 3.016  0.0000
C -0.799 -8.750 3.075  0.0000
O -2.001 -9.083 2.386  0.0000
H -1.302 -6.681 3.422  0.0000
H 0.426 -7.041 3.580  0.0000
H -0.322 -6.949 1.983  0.0000
H -0.965 -9.068 4.104  0.0000
H 0.037 -9.338 2.680  0.0000
H -1.898 -8.821 1.466  0.0000
C -2.911 -5.316 7.223  0.0000
C -2.509 -5.734 5.821  0.0000
O -1.880 -4.678 5.100  0.0000
H -3.577 -4.454 7.183  0.0000
H -3.421 -6.128 7.743  0.0000
H -2.032 -5.039 7.810  0.0000
H -3.386 -6.002 5.233  0.0000
H -1.852 -6.610 5.857  0.0000
H -1.084 -4.422 5.577  0.0000

The LUMO energy (spin up / spin down) comes out at 0.25 / 0.25 eV. Its expectation value of S² is 0.754. The calculation puts the orbital gap (spin up / spin down) at 8.468 / 9.712 eV. The spin multiplicity is 2.

---

In the order shown, the computed energy relative to the best compared isomer or geometry (same formula, charge and spin) values come out to 0.0 23.8 15.0 0.0 kcal/mol.